(1)
Here is a cluster of 6 separate species, C31H69N3O14P in total from the OMol25 dataset. Energies are from ωB97M-V with the def2-TZVPD basis set.

Geometry as XYZ:
```
118
Properties=species:S:1:pos:R:3:forces:R:3
C 0.31769 -4.91678 6.27319 -0.2601 1.4737 0.4919
O 1.19603 -6.04977 6.03571 0.8738 0.9682 -1.6572
C 1.93437 -5.83944 4.80029 -1.6998 -1.2620 -0.0350
N 2.71696 -4.54762 4.81843 1.1359 3.2261 -1.0903
C 2.24186 -3.52740 3.88481 3.4114 2.2006 1.5822
C 2.97729 -2.17567 3.80347 1.0041 -2.3126 2.0815
C 4.19656 -1.83963 4.70880 -2.5447 -3.4498 -0.3638
C 4.90605 -0.42397 4.56825 4.2269 1.2173 1.9042
O 6.03787 -0.30708 5.11933 -4.6469 -0.9517 -2.2706
O 4.40767 0.68371 3.84749 -0.7347 -2.9804 1.4305
C 3.10216 1.11255 4.33606 -1.7206 1.7799 1.2694
C 2.20158 1.81500 3.16904 0.5229 -1.3255 -0.6903
O 3.17487 2.27973 2.17934 -1.3127 -0.7448 0.4563
C 1.17169 0.78499 2.50704 0.7088 -0.9398 -0.3473
N 0.11863 1.41106 1.64294 0.7557 -1.3196 -0.2574
C 4.66400 -2.96983 5.69149 -2.7903 -0.1801 -2.3385
C 3.87738 -4.33131 5.68214 -1.0975 2.9632 -1.1263
P 4.43882 -5.74738 6.82359 3.3863 -0.6847 -1.2315
N 6.00096 -5.98136 6.52741 -1.7218 1.1998 -0.1989
H 0.03725 -4.36459 5.30377 0.3717 -0.9280 1.2803
H -0.66160 -5.20201 6.78461 1.6180 -0.0712 -0.6653
H 0.88751 -4.16732 6.94417 -1.0578 -1.0572 -1.0070
H 2.59687 -6.74525 4.53677 -0.8907 1.5761 0.8689
H 1.12971 -5.77421 3.97196 1.5876 0.2593 1.0520
H 1.33860 -3.71740 3.22219 1.4499 -0.0366 1.1288
H 2.64003 -1.38275 3.06055 0.3202 -1.3385 1.0965
H 3.28487 1.94225 5.12294 -0.0320 -1.4124 -1.2247
H 2.52609 0.28896 4.89627 0.9004 0.9716 -1.0049
H 1.59148 2.70067 3.56109 1.2072 -1.1738 -0.4627
H 3.42231 1.52210 1.59334 -0.3963 0.8375 0.7950
H 0.69210 0.07884 3.28691 0.5399 1.4283 -0.9887
H 1.78842 0.08436 1.80995 -0.4429 0.7875 1.1941
H 0.57197 1.56904 0.71708 -0.4706 0.2257 0.9137
H -0.54500 0.63111 1.44151 0.3585 0.9589 0.2468
H 5.56176 -2.80049 6.39493 -1.6547 -0.4515 -1.2889
H 3.77512 -6.98313 6.45545 -0.4587 1.2090 0.6255
H 4.17888 -5.42291 8.19977 -0.6258 -0.0773 -0.7721
H 6.35565 -5.31700 5.81788 -0.0099 -0.6440 0.6437
C -1.29885 0.91889 -3.59464 -0.0403 -0.0317 -0.1593
O -0.78370 -0.40510 -3.66732 0.0402 0.1558 0.4845
C 0.04662 -0.72801 -2.55458 -0.2417 -0.3378 -0.3717
C -0.70052 -1.57932 -1.53365 0.0803 0.4517 0.1684
O -1.75363 -0.84369 -0.91089 0.0771 -0.1508 -0.2290
C -3.03026 -1.16618 -1.45005 -0.0987 0.0436 0.1557
H -2.10107 1.01303 -4.32867 0.1181 -0.0817 0.0063
H -1.70551 1.14452 -2.60546 0.0443 -0.0160 -0.0027
H -0.51119 1.63699 -3.84163 -0.0326 0.0900 0.0432
H 0.44753 0.18135 -2.09187 -0.0776 -0.0387 0.0549
H 0.89025 -1.30483 -2.94530 0.0265 -0.0180 0.0569
H -0.00217 -1.86766 -0.74015 0.0754 -0.0372 -0.0135
H -1.08417 -2.49809 -1.99151 0.0065 0.1116 -0.0555
H -3.35079 -2.14582 -1.08055 -0.0677 -0.0335 -0.1064
H -3.02061 -1.17147 -2.54208 0.0383 -0.0047 0.0543
H -3.74407 -0.41229 -1.11231 0.1212 -0.0280 0.0344
C 3.59846 3.77097 -0.38308 0.0388 -0.0015 -0.0046
O 2.77335 2.88475 -1.13219 0.0632 0.1983 -0.0697
C 2.05693 3.55193 -2.17180 0.0926 -0.5010 -0.0612
C 2.71513 3.33201 -3.52867 0.0416 0.5753 0.0462
O 3.99088 3.96552 -3.59733 -0.1047 -0.3906 0.2250
C 5.06178 3.04685 -3.42761 0.0380 0.1597 -0.1123
H 4.28438 3.17192 0.21679 -0.1060 0.0705 -0.0755
H 4.18623 4.42693 -1.03019 -0.0801 -0.0424 -0.0633
H 2.97993 4.37313 0.28802 0.0967 0.0398 0.0331
H 1.95745 4.62034 -1.95089 0.0876 -0.0619 -0.0591
H 1.05178 3.11931 -2.19235 -0.0481 0.0473 -0.0529
H 2.08994 3.79302 -4.30000 -0.0439 -0.0313 0.0227
H 2.79666 2.26342 -3.75881 0.0035 0.0326 0.1095
H 5.18794 2.45404 -4.33929 0.0546 -0.0847 0.0564
H 4.89566 2.38107 -2.57697 -0.0351 0.0039 -0.0139
H 5.97553 3.61674 -3.24980 -0.1247 0.0284 -0.0693
C -3.89521 -3.22169 4.42998 -0.1862 -0.0743 -0.1654
O -4.42970 -2.59357 3.27360 0.3796 0.1259 0.2586
C -4.37404 -1.16897 3.35136 -0.0226 -0.2203 -0.4229
C -3.21077 -0.61516 2.53811 -0.2001 0.2489 0.3743
O -1.95288 -0.99148 3.10334 0.1838 -0.4174 -0.1810
C -1.34911 -2.07025 2.40311 -0.0975 0.2951 0.0197
H -3.74647 -4.27975 4.20491 -0.1130 0.0704 -0.0571
H -2.93343 -2.78982 4.72089 -0.0154 0.0722 0.0149
H -4.60323 -3.13563 5.25933 0.0935 -0.0123 0.1004
H -4.31811 -0.83870 4.39458 0.0849 -0.0107 -0.0773
H -5.31011 -0.79142 2.93037 0.0416 0.0470 0.0035
H -3.25515 0.47795 2.56247 0.0046 -0.0310 -0.0204
H -3.27700 -0.92893 1.49051 0.0146 -0.0649 0.1137
H -0.93814 -1.70870 1.45464 -0.0308 -0.1609 -0.1029
H -2.05823 -2.87944 2.21146 0.0022 0.0217 -0.0307
H -0.53151 -2.46195 3.01502 -0.0298 0.1097 0.1247
C -1.59144 7.07735 -1.80792 -0.0277 -0.1483 -0.0516
O -1.68645 6.53292 -3.11732 0.1225 0.3271 0.0940
C -1.84595 7.54050 -4.11652 0.1873 -0.4586 -0.1434
C -0.53223 7.81980 -4.83651 -0.1356 0.4990 0.2112
O 0.42324 8.41938 -3.96307 -0.0885 -0.4431 0.0371
C 1.38889 7.48736 -3.49823 0.0616 0.2019 -0.0534
H -1.23297 6.29324 -1.13803 -0.0653 -0.0175 -0.1078
H -0.89244 7.91643 -1.76516 -0.0399 -0.0003 -0.0371
H -2.57946 7.40347 -1.46952 0.0267 0.0863 0.0813
H -2.25898 8.45724 -3.68140 0.1288 -0.0250 -0.0191
H -2.57097 7.15715 -4.84052 0.0082 0.0393 -0.0272
H -0.71943 8.53659 -5.64214 -0.0279 -0.0423 -0.0075
H -0.12900 6.90650 -5.28858 -0.0662 -0.0007 0.1050
H 2.10075 7.26329 -4.29926 0.0460 -0.1205 0.0612
H 0.92479 6.56093 -3.14989 -0.0392 0.0005 -0.0322
H 1.92900 7.94048 -2.66472 -0.0612 0.0562 -0.1085
C -5.28189 -3.56136 -7.56698 -0.0583 0.1389 -0.0581
O -5.82126 -2.71402 -6.56095 0.1997 -0.3412 0.1519
C -6.07189 -3.40810 -5.34031 0.0394 0.5525 -0.0683
C -4.97602 -3.14042 -4.31559 0.0402 -0.5719 -0.0933
O -3.73071 -3.70393 -4.72440 -0.1606 0.3176 -0.0822
C -2.84680 -2.72908 -5.26455 0.0527 -0.1074 0.0940
H -4.89434 -2.93228 -8.37033 -0.1047 0.0238 0.0964
H -4.46487 -4.17871 -7.18496 -0.0459 0.0021 0.0271
H -6.06973 -4.20295 -7.97262 0.0605 -0.0890 -0.0355
H -6.18799 -4.48252 -5.52091 0.1152 0.0525 0.0518
H -7.02106 -3.02961 -4.94937 0.0019 -0.0270 0.0476
H -5.25057 -3.62675 -3.37378 -0.0508 0.0178 0.0032
H -4.87338 -2.06665 -4.12022 -0.0406 -0.0252 -0.1353
H -2.42875 -2.12168 -4.45626 0.0644 0.0962 -0.1496
H -3.34807 -2.08184 -5.98845 -0.0243 -0.0171 0.0243
H -2.03129 -3.24954 -5.77033 -0.0820 -0.0341 0.1007
```
Forces are in eV/Å.

Calculated values
Electronic energy ... -75669.1523 eV
HOMO level ... -10.41 eV
Net charge ... +1
Maximum force ... 5.3 eV/Å
Spin multiplicity ... 1

=====

(2)
Here is a cluster of 8 separate species, C31H71N2O7P2S2 in total from the OMol25 dataset. Energies are from ωB97M-V with the def2-TZVPD basis set.

Geometry as XYZ:
```
115
Properties=species:S:1:pos:R:3:forces:R:3
C -5.39386 1.07206 1.08293 1.2830 0.7419 0.0590
C -4.28128 0.55712 1.01660 0.3539 0.5962 0.0787
C -2.75621 0.11335 1.02661 -2.4100 0.2973 -0.0068
C -2.31365 0.08919 2.55664 -0.2474 -1.3236 -0.3690
C -0.75395 0.27734 2.81159 -0.4715 0.7093 0.6781
C -0.06348 1.36779 1.92201 1.2247 0.6390 -1.0812
C 1.20176 0.98571 1.15888 -1.1534 3.0391 -0.2229
C 1.83660 -0.45934 1.29098 -0.8893 0.3246 0.8007
C 0.99001 -1.59217 0.55767 -0.0251 -1.1296 0.1155
C 1.93875 -2.81284 0.10601 0.4013 0.8123 0.9173
C 3.05006 -2.39926 -0.95266 -0.3885 -0.1970 -0.1799
C 2.51057 -1.58662 -2.21191 0.8946 -0.1977 -0.7927
C 2.38877 -2.48212 -3.53921 -0.4364 0.5905 0.6443
C 1.04635 -3.35285 -3.56706 0.6873 -0.0551 -1.2488
C -0.17839 -2.55446 -4.23729 0.4098 0.2070 1.6030
C -1.02772 -1.90476 -3.03868 -0.0220 -0.6549 0.1522
C -2.39072 -2.67537 -2.71834 0.0288 1.5032 0.1047
C -3.56593 -2.09347 -3.65755 0.5927 -0.3871 0.9777
C -4.69051 -1.36419 -2.78780 -0.1733 0.5846 -0.7116
C -4.63586 0.22787 -3.01326 -0.2155 -0.6500 -0.4869
C 1.83304 2.05563 0.28369 -0.4204 -1.9601 1.5278
C 3.12978 1.62919 -0.52113 -0.7223 0.9738 -0.3869
N 1.27328 3.35433 0.17969 -1.2737 -1.9460 0.6103
S 1.98218 4.57178 -0.86859 0.6212 0.1626 -0.2567
C 0.08807 3.74247 0.88356 -1.0549 -2.7933 0.6222
P -0.57722 5.51225 0.63299 0.4185 0.7638 1.3074
S 0.26914 6.63186 1.98676 -0.0906 -0.3329 -0.4866
C -0.63690 2.78599 1.81342 3.4171 -0.1278 -2.8280
P -2.15373 3.37676 2.75573 -0.6764 -0.3911 2.3735
N -2.23094 2.89053 4.26063 -0.0284 -0.0068 -1.2005
H -6.21973 1.83255 1.15392 1.0626 -1.7336 -0.2051
H -2.22299 0.87310 0.38430 -0.4311 -0.7954 0.7344
H -2.72366 -0.88818 0.50635 0.3013 1.0309 0.6750
H -2.96830 0.80620 3.12255 1.0538 -0.6903 -0.5848
H -2.58283 -0.96210 2.95191 0.4262 1.6646 -0.4596
H -0.64503 0.63064 3.89431 -0.1677 -0.2988 -1.3533
H -0.27729 -0.74075 2.77099 -0.2521 1.3822 -0.3324
H 2.92468 -0.50447 1.00970 -1.3258 0.2857 0.0835
H 1.79515 -0.70096 2.40690 0.2208 0.3640 -1.4289
H 0.34663 -1.20788 -0.29235 0.9077 -0.2529 0.9636
H 0.27184 -2.05715 1.31479 0.8037 0.7470 -1.0263
H 2.48233 -3.12144 1.06276 -0.6813 0.1609 -1.2803
H 1.31892 -3.71249 -0.19489 0.6976 1.1972 0.1090
H 3.88311 -1.79854 -0.45230 -1.1566 -0.7701 -0.5126
H 3.54174 -3.35083 -1.32957 -0.5152 1.1168 0.5119
H 3.28981 -0.78239 -2.44602 -1.0587 -0.9373 0.2752
H 1.51758 -1.07349 -2.05379 1.1006 -0.4801 0.0529
H 3.30008 -3.14868 -3.60047 -0.9779 0.7660 -0.0223
H 2.40077 -1.73872 -4.40646 -0.0023 -1.2387 0.8822
H 0.81687 -3.69314 -2.51473 0.0521 0.2809 -1.1776
H 1.26501 -4.27688 -4.19778 -0.3072 1.0709 0.8712
H 0.25522 -1.71431 -4.86648 -0.6438 -1.2300 0.4442
H -0.82031 -3.26044 -4.83981 0.6903 0.9478 0.5046
H -0.39493 -1.96791 -2.10323 -0.5924 0.1848 -1.0458
H -1.22639 -0.80423 -3.23186 0.0154 -1.2549 0.2418
H -2.27661 -3.79660 -2.77692 -0.0202 1.2107 -0.0773
H -2.66483 -2.41406 -1.63998 0.3283 -0.5221 -1.3139
H -3.95209 -2.96598 -4.26814 0.1559 1.3203 0.5505
H -3.09254 -1.29651 -4.31711 -0.6958 -1.2469 0.4492
H -5.68926 -1.75133 -3.15175 1.0010 0.5217 0.7125
H -4.61330 -1.55626 -1.67804 0.0068 -0.1607 -1.3129
H -5.31897 0.47181 -3.88804 0.8300 -0.0295 1.1161
H -3.59094 0.53922 -3.32371 -1.1252 -0.2327 0.5518
H -4.96236 0.79872 -2.09372 0.3347 -0.6033 -1.0837
H 2.78742 1.01784 -1.41965 0.4633 0.6158 1.2200
H 3.85406 1.03086 0.09799 -1.0415 0.6138 -0.5379
H 3.69739 2.51095 -0.94081 -0.7298 -0.9139 0.5408
H 2.01572 4.03614 -2.15688 -0.4549 -0.2754 1.2626
H -0.39737 5.97312 -0.70179 -0.3046 -0.7513 0.3327
H -2.00312 5.48881 0.85185 0.7825 -0.5869 -0.6767
H -3.31439 2.98782 1.99278 0.8168 0.4116 -0.2982
H -2.11944 4.81889 2.79675 0.4055 -0.8565 -0.7500
H -3.09070 2.36136 4.44187 0.4606 0.2487 0.1718
C -6.64045 3.59432 4.21133 0.1617 -0.0486 -0.2209
O -5.61977 2.61504 4.35599 0.2143 -0.1354 -0.0562
H -7.11099 3.75487 5.17999 0.1000 -0.0786 -0.0526
H -6.20552 4.53420 3.86130 -0.1942 0.1146 0.0403
H -7.39182 3.24380 3.49871 -0.1394 0.1605 0.0534
H -5.21979 2.49046 3.48605 -0.1535 -0.1290 0.1445
C 4.46314 2.41558 -4.44610 0.3480 -0.0902 0.0375
O 4.99551 2.33399 -3.12965 0.0062 -0.0163 0.1204
H 3.41137 2.69635 -4.38296 0.0527 -0.0245 0.0525
H 5.00464 3.17249 -5.01804 -0.1592 -0.0274 -0.1605
H 4.54819 1.44514 -4.94060 -0.1320 0.0846 -0.1699
H 5.92599 2.08421 -3.21270 -0.1131 0.0313 0.2172
C 7.19880 2.36810 -0.50160 0.5732 -0.1172 -0.0018
O 7.95200 1.50250 -1.34677 -0.0658 -0.1214 -0.3154
H 6.13944 2.14776 -0.63030 0.0928 -0.0276 -0.0572
H 7.47754 2.20300 0.53794 -0.1569 0.1035 -0.0555
H 7.38830 3.40741 -0.77872 -0.1966 0.0693 0.1936
H 8.88360 1.71528 -1.21688 -0.1714 -0.1101 -0.0912
C 5.13851 -4.94187 1.78904 -0.0808 -0.3108 0.0020
O 3.95018 -5.27537 1.08264 -0.1275 -0.0387 -0.0549
H 5.31452 -3.87071 1.69203 -0.0829 -0.0655 -0.0556
H 5.02444 -5.19453 2.84607 0.1979 0.0982 0.0427
H 5.98597 -5.48634 1.36613 0.1382 0.1300 0.1319
H 3.81599 -6.22552 1.18289 -0.0392 0.1922 -0.0801
C -7.56832 -3.48840 -0.95499 0.1234 -0.2454 0.1168
O -6.20153 -3.75938 -1.23741 0.1695 -0.0772 0.0331
H -7.86075 -2.58007 -1.48083 0.1166 -0.0576 0.0034
H -8.18929 -4.31959 -1.29784 -0.1833 0.1232 0.0461
H -7.70274 -3.34243 0.11978 -0.2151 0.0654 -0.0303
H -5.96651 -4.56542 -0.76238 0.0071 0.1510 -0.1427
C -4.54894 -2.71043 4.68245 0.0698 -0.2221 0.1454
O -3.17194 -2.97333 4.43533 0.1778 -0.0018 -0.0758
H -4.83492 -1.80558 4.14656 0.0953 -0.0529 0.0102
H -5.15494 -3.54713 4.32689 -0.1716 0.1184 0.0351
H -4.71111 -2.56254 5.75253 -0.1988 0.0658 -0.0521
H -2.94420 -3.77606 4.91932 0.0496 0.1737 -0.1260
C 7.67495 4.40399 2.53673 -0.2257 0.0341 0.1690
O 6.60230 3.89440 1.75227 -0.3747 0.1036 0.1576
H 8.59125 4.35693 1.94909 -0.1222 -0.0342 -0.0368
H 7.47386 5.44261 2.80866 0.2083 0.0052 0.0695
H 7.79342 3.79958 3.43911 0.1805 0.1102 0.0404
H 5.80469 3.94660 2.29259 0.1534 0.0247 -0.1189
```
Forces are in eV/Å.

Calculated values
Electronic energy ... -90841.3160 eV
HOMO level ... -11.24 eV
Net charge ... +1
Maximum force ... 4.4 eV/Å
Spin multiplicity ... 1